Molecular formula: C36H73CuF6N2O16
Method: DFT, ωB97M-V/def2-TZVPD

```
134
Properties=species:S:1:pos:R:3:forces:R:3:lowdin_spin:R:1
Cu 3.8335 0.7981 0.0883 -1.067 0.835 -0.006 1.13
C 0.5944 2.1173 -0.6535 2.456 -0.851 0.488 0.01
O -0.1359 1.0428 -0.0845 -2.232 -0.366 -0.166 0.00
O 1.9166 1.7781 -0.4588 -1.275 1.087 -1.168 0.06
C 0.1265 2.5206 -2.1510 1.825 -1.623 2.736 0.00
F -0.0061 1.4584 -2.9208 0.038 -0.924 -1.047 0.00
F -1.0063 3.1548 -2.1205 -2.919 0.779 0.276 0.00
F 0.9364 3.3891 -2.7101 1.739 0.571 -0.833 0.00
C -1.5228 1.3042 0.2712 0.688 -0.159 0.543 0.00
C -2.0669 0.2771 1.2240 0.559 -0.908 0.083 0.00
H -1.4998 0.2701 2.1549 0.226 -0.115 -0.022 0.00
H -3.0881 0.5187 1.5188 -0.120 -0.027 -0.299 0.00
H -1.9915 -0.7116 0.7714 -0.256 -0.191 0.188 0.00
H -2.1820 1.3059 -0.5969 0.120 0.533 -0.234 0.00
H -1.5915 2.1887 0.9045 0.104 0.898 -0.808 0.00
H 0.2438 3.0143 -0.1431 0.181 0.743 0.668 0.00
C 1.6409 6.1186 -0.6750 -0.076 1.018 -1.169 0.00
C 2.7561 6.4176 -1.6503 3.409 0.488 -1.373 0.00
N 3.6991 6.6883 -2.3337 -4.233 -1.192 2.833 0.00
H 1.9008 5.7708 0.3248 0.533 -0.214 -0.434 0.00
H 0.8850 5.4840 -1.1377 0.326 -0.293 0.023 0.00
H 1.1316 7.0721 -0.5351 -0.008 0.144 0.090 0.00
C -1.1795 1.0497 -5.4668 -1.197 -1.005 0.444 0.00
C -0.1262 0.0873 -5.7484 0.396 0.871 0.097 0.00
N 0.6841 -0.6771 -6.0150 0.217 -0.218 -0.002 0.00
H -1.9766 0.7491 -6.1468 -0.081 0.738 -0.423 0.00
H -0.9631 2.1171 -5.4210 0.368 -0.327 -0.512 0.00
H -1.6309 0.7959 -4.5077 0.275 -0.010 0.222 0.00
C -1.7311 3.1340 3.6145 -0.126 -1.855 1.275 0.00
O -2.5078 2.8531 4.8100 -0.062 1.721 0.555 0.00
C -3.5959 1.9380 4.7087 0.689 0.461 -1.731 0.00
C -4.8229 2.5259 3.9563 -0.117 -1.210 -0.421 0.00
O -4.7201 2.3179 2.5251 0.721 1.036 0.401 0.00
C -5.7786 2.8931 1.7586 -0.416 -1.447 1.250 0.00
C -5.6686 2.5131 0.3227 -1.426 0.894 -1.702 0.00
O -6.9175 3.1337 -0.2606 1.933 -0.017 0.206 0.00
C -6.9741 2.9801 -1.6821 -0.188 -1.288 1.030 0.00
H -2.2688 3.6000 2.7887 -0.064 0.075 0.214 0.00
H -1.3404 2.1507 3.3526 -0.117 -0.196 -0.889 0.00
H -0.8091 3.6340 3.9111 -0.489 0.672 0.189 0.00
H -3.9009 1.5564 5.6831 0.211 0.559 0.219 0.00
H -3.0811 1.1184 4.2074 -1.013 -0.727 -0.508 0.00
H -5.0008 3.5482 4.2900 0.503 0.485 -0.485 0.00
H -5.7535 2.0362 4.2432 -0.042 -0.505 0.361 0.00
H -5.9268 3.9619 1.9129 0.377 0.126 -0.126 0.00
H -6.6918 2.3853 2.0691 -0.445 0.256 0.368 0.00
H -5.6967 1.4507 0.0805 -0.284 -0.298 0.593 0.00
H -4.7319 2.8248 -0.1395 -0.087 0.781 -0.244 0.00
H -6.9448 1.8980 -1.8094 0.479 -0.227 -0.742 0.00
H -6.1597 3.4861 -2.2007 -0.080 0.054 -0.056 0.00
H -7.9635 3.2283 -2.0664 0.128 0.664 0.282 0.00
C 4.3150 3.9658 1.6288 -0.622 -0.080 -0.650 0.02
O 3.6389 2.6954 1.7791 1.616 1.264 -0.509 0.07
C 2.7671 2.5525 2.8461 0.348 0.468 0.399 0.01
C 2.1836 1.1774 2.7809 -0.484 -1.221 -0.098 0.02
O 3.0019 0.1970 2.0609 -0.668 1.331 0.498 0.09
C 3.9105 -0.5595 2.8610 -0.150 -1.089 -1.125 0.03
C 4.4902 -1.5922 1.8797 0.406 -1.073 0.407 0.03
O 4.7575 -1.1141 0.5426 -0.227 -0.481 0.203 0.14
C 5.6548 -1.9650 -0.2141 0.124 0.012 0.764 0.03
H 3.6354 4.6837 1.1694 -0.330 0.127 0.139 0.00
H 5.1237 3.8840 0.9026 -0.021 -0.652 0.098 0.01
H 4.7412 4.4477 2.5086 -0.211 -0.547 0.535 0.00
H 1.9057 3.2168 2.7765 -0.027 0.528 0.060 0.00
H 3.2802 2.7354 3.7903 0.151 0.118 0.218 0.00
H 1.2016 1.2852 2.3203 0.292 -0.673 -0.724 0.00
H 1.9675 0.7905 3.7767 0.246 -0.086 0.198 0.00
H 3.2741 -1.1403 3.5286 0.170 0.009 0.454 0.00
H 4.6877 -0.0557 3.4356 -0.183 0.712 -0.334 0.01
H 3.8237 -2.4525 1.9401 -0.717 0.076 -1.069 0.00
H 5.3704 -2.1056 2.2664 0.678 0.704 0.253 0.00
H 5.2311 -2.9562 -0.3757 -0.110 -0.106 0.357 0.00
H 6.5655 -1.9911 0.3844 0.217 -0.447 -0.216 0.01
H 5.9043 -1.5989 -1.2100 -0.388 0.609 0.345 0.01
C 4.2742 3.2375 -1.9390 0.037 0.182 -1.143 0.02
O 4.9355 2.0739 -1.4311 0.780 -0.494 0.752 0.13
C 5.7901 1.2482 -2.3087 -1.592 0.983 0.889 0.04
C 4.9021 0.2236 -2.9847 0.009 1.405 -0.532 0.01
O 3.9559 -0.3469 -2.0593 0.361 -0.171 -1.639 0.04
C 3.2317 -1.4353 -2.6686 -1.099 -0.510 0.440 0.01
C 1.8832 -1.6933 -2.0283 -0.633 1.989 0.236 0.00
O 2.0356 -1.8225 -0.6519 0.188 -1.693 0.477 0.01
C 0.8907 -2.4315 -0.0969 0.488 0.164 1.333 0.00
H 3.7150 3.7160 -1.1350 -0.041 -0.549 -0.037 0.00
H 3.6283 3.0151 -2.7884 -0.532 -0.415 0.306 0.00
H 4.9047 4.0101 -2.3790 0.916 -0.108 0.387 0.00
H 6.5317 0.6354 -1.7962 0.079 0.932 0.962 0.02
H 6.2498 2.0200 -2.9261 0.236 -0.689 -0.687 0.00
H 5.6418 -0.4376 -3.4361 -0.505 -0.913 -0.093 0.00
H 4.4125 0.7875 -3.7787 -0.637 -0.539 -0.261 0.00
H 3.7852 -2.3629 -2.5223 0.449 -0.017 -0.309 0.00
H 2.9477 -1.2971 -3.7118 0.759 0.382 -0.328 0.00
H 1.2598 -2.4363 -2.5257 0.789 -1.159 0.017 0.00
H 1.1643 -0.8806 -2.1330 0.298 1.018 -0.448 0.00
H 0.7154 -3.4679 -0.3856 -0.196 0.089 -1.069 0.00
H 0.0484 -1.7498 -0.2147 -0.346 -0.332 -0.053 0.00
H 1.0959 -2.6011 0.9601 -0.010 0.665 0.307 0.00
C -3.2357 -7.3898 -6.3898 1.790 0.010 1.150 0.00
O -2.7362 -7.2063 -5.0404 1.092 -0.319 -0.653 0.00
C -1.2926 -7.2923 -4.8408 -0.370 0.942 0.137 0.00
C -0.3429 -6.2510 -5.5841 -1.013 -0.800 0.779 0.00
O -0.7648 -4.9211 -5.4760 -0.143 1.778 0.823 0.00
C -0.8487 -4.3279 -4.1310 -0.648 -1.138 -0.135 0.00
C -1.1323 -2.8252 -4.0541 0.147 -0.255 -0.410 0.00
O -1.4802 -2.5900 -2.6927 0.561 -1.147 -0.507 0.00
C -2.1594 -1.4245 -2.4302 -1.187 0.554 0.837 0.00
H -2.6525 -8.1440 -6.9182 0.055 -0.418 0.051 0.00
H -2.9891 -6.4606 -6.9036 -1.069 0.135 -0.366 0.00
H -4.2521 -7.7668 -6.2766 -0.051 0.705 -0.367 0.00
H -0.9009 -8.2907 -5.0354 -0.148 -0.241 -0.287 0.00
H -1.2669 -7.1522 -3.7601 0.440 0.093 -0.009 0.00
H -0.2610 -6.5494 -6.6292 -0.565 0.494 -0.322 0.00
H 0.7028 -6.3172 -5.2837 0.079 -0.456 0.807 0.00
H 0.0065 -4.4668 -3.4696 0.779 -0.389 -0.550 0.00
H -1.6313 -4.8439 -3.5748 -0.417 0.046 -0.188 0.00
H -1.9304 -2.4919 -4.7175 -0.246 -0.174 -0.103 0.00
H -0.2321 -2.2812 -4.3401 0.036 0.194 0.073 0.00
H -1.5225 -0.5405 -2.4022 0.006 0.170 -0.176 0.00
H -2.6686 -1.5323 -1.4724 0.640 -0.050 0.590 0.00
H -3.0708 -1.2917 -3.0132 0.228 0.196 -1.078 0.00
C -1.4844 -1.7308 9.5296 0.708 0.962 -0.458 0.00
C -2.6225 -1.5540 8.5609 0.276 -1.923 -0.915 0.00
O -2.1288 -1.3701 7.1377 0.407 0.212 -0.647 0.00
C -1.6803 -2.4179 6.3925 -0.557 -3.570 4.633 0.00
O -1.6478 -3.5787 6.8377 -0.255 2.786 -1.408 0.00
C -1.0523 -2.1364 5.0425 -0.005 -0.833 0.900 0.00
F -1.2453 -0.9004 4.7948 0.572 3.353 -0.939 0.00
F 0.2755 -2.4338 5.1217 -0.981 0.214 -0.439 0.00
F -1.6367 -2.7926 4.0554 0.268 -1.086 -0.134 0.00
H -1.7851 -1.6485 10.5741 -0.353 -0.184 -0.122 0.00
H -0.9736 -0.7932 9.3100 0.935 -0.112 0.441 0.00
H -0.8122 -2.5792 9.4013 -0.300 0.020 -0.220 0.00
H -3.1155 -0.6423 8.8985 -0.360 -0.099 -0.971 0.00
H -3.2556 -2.4380 8.4843 -0.340 0.310 0.237 0.00
```
Forces are in eV/Å.

E_HOMO (spin up / spin down) (eV): -3.10 / -7.89
Spin multiplicity: 3
LUMO energy (spin up / spin down) (hartree): 0.0174 / -0.0208

Molecular formula: C5H9IO2
Method: DFT, ωB97M-V/def2-TZVPD

```
17
Properties=species:S:1:pos:R:3:forces:R:3:nbo_charge:R:1
C -0.8262 3.0014 1.1456 -0.035 -0.076 0.027 -0.62
C -1.2113 2.2222 -0.0668 0.044 -0.007 0.003 -0.30
C -0.3364 1.6843 -0.9019 -0.286 0.078 0.047 0.14
O -0.6328 0.9254 -1.9920 -0.056 -0.181 -0.275 -0.68
H -1.0327 2.4170 2.0427 0.008 0.065 0.134 0.21
H -1.3941 3.9282 1.2143 0.028 0.082 0.033 0.21
H 0.2336 3.2399 1.1319 0.120 0.058 0.059 0.21
H -2.2730 2.0723 -0.2266 -0.097 -0.109 -0.113 0.19
H 0.7288 1.8074 -0.7921 0.187 0.020 0.046 0.17
H -1.5904 0.8231 -2.0656 0.119 0.031 0.054 0.47
O 0.9709 -4.4625 0.5405 -0.006 -0.187 0.070 -0.67
C 1.1850 -3.4396 -0.3195 0.004 0.102 -0.059 0.11
C 1.3195 -2.1875 0.0822 -0.051 0.010 0.564 -0.45
I 1.2337 -1.6787 2.1147 0.007 -0.029 -0.410 0.12
H 0.9153 -5.2980 0.0680 0.012 0.072 -0.034 0.49
H 1.2418 -3.6808 -1.3753 -0.018 -0.025 -0.024 0.18
H 1.4684 -1.3740 -0.6003 0.020 0.095 -0.124 0.23
```
Forces are in eV/Å.

Energy above the lowest of the compared OMol25 structures with the same formula, charge and spin (kcal per mole): 28.29
Structure (SMILES): C/C=C/O.O/C=C\I
E_HOMO (eV): -8.55
LUMO energy (hartree): 0.0203

Molecular formula: C9H16F2NO4
Method: DFT, ωB97M-V/def2-TZVPD

```
32
Properties=species:S:1:pos:R:3:forces:R:3:nbo_charge:R:1
C -2.7938 -2.3374 -2.3751 0.146 0.112 -0.041 -0.24
O -2.0148 -3.2992 -1.7073 -0.123 -0.098 0.160 -0.56
C -0.7881 -2.8334 -1.1441 -0.085 0.221 -0.085 -0.06
C -0.7928 -3.0161 0.3667 0.010 -0.087 0.040 -0.42
C -1.4300 -1.8615 1.1443 -0.114 -0.011 0.022 -0.40
C -0.7083 -0.5119 1.0018 0.109 0.035 0.030 -0.41
C 0.1231 -0.1115 2.2323 -0.138 -0.076 -0.091 -0.24
N 1.1590 0.7315 1.7468 0.004 -0.021 0.228 -0.44
F 1.7467 1.2751 3.0428 0.009 0.014 -0.194 -0.43
H -2.5890 -2.3371 -3.4527 -0.018 0.001 -0.013 0.16
H -2.5996 -1.3292 -1.9962 -0.065 -0.009 0.036 0.17
H -3.8474 -2.5702 -2.2154 0.001 -0.039 -0.028 0.18
H -0.6670 -1.7769 -1.3986 0.143 -0.011 0.007 0.17
H 0.0354 -3.3788 -1.6128 -0.034 -0.084 0.021 0.17
H 0.2273 -3.1787 0.7287 0.019 0.100 -0.065 0.20
H -1.3522 -3.9385 0.5563 0.111 -0.024 0.066 0.20
H -1.4368 -2.1385 2.2031 -0.087 0.010 -0.012 0.20
H -2.4823 -1.7784 0.8480 0.048 0.013 -0.057 0.19
H -0.0011 -0.5392 0.1642 -0.030 -0.054 -0.015 0.19
H -1.4217 0.2812 0.7649 0.046 0.014 0.050 0.20
H -0.5259 0.3951 2.9733 -0.065 -0.041 -0.022 0.14
H 0.4604 -1.0494 2.7376 0.118 0.040 -0.043 0.10
C 1.8600 2.5943 -0.4751 0.017 -0.087 -0.057 -0.19
C 2.9471 3.4597 0.1160 -0.081 0.120 0.102 0.44
O 2.7938 4.7041 -0.5607 -0.049 0.001 0.145 -0.51
C 1.5473 4.7557 -1.0995 0.010 0.018 0.004 0.97
O 1.0906 5.7303 -1.6149 0.007 -0.024 -0.014 -0.61
O 0.9185 3.5872 -0.9501 0.006 -0.036 -0.098 -0.49
F 4.2005 2.9932 -0.1437 0.013 -0.033 -0.093 -0.34
H 2.2549 2.0577 -1.3420 0.002 -0.023 0.044 0.17
H 1.4010 1.9158 0.2703 -0.028 0.130 -0.028 0.31
H 2.8560 3.6207 1.1905 0.098 -0.069 0.002 0.17
```
Forces are in eV/Å.

E_HOMO (eV): -2.64
Total charge: -1
LUMO energy (hartree): 0.1110

Molecular formula: C6H3NO2
Method: DFT, ωB97M-V/def2-TZVPD

```
12
Properties=species:S:1:pos:R:3:forces:R:3:nbo_charge:R:1
O 2.2422 -1.4501 0.0136 -2.488 1.560 -1.245 -0.46
C 1.3551 -0.6577 -0.2975 0.904 -0.961 1.404 0.57
C 1.5049 0.8615 -0.1381 6.855 2.163 1.851 -0.29
C 0.4329 1.5131 -0.0201 -8.102 2.255 0.884 -0.21
C -0.6380 0.5112 -0.3649 -1.058 -0.752 -0.661 0.27
O -2.0110 0.5083 -0.1684 4.018 5.653 -1.057 -0.21
N -2.3854 -0.6592 0.0399 -1.117 -6.914 1.270 -0.10
C -1.3357 -1.4986 -0.0477 -0.568 -1.310 1.586 -0.06
C -0.1959 -0.7975 -0.4829 1.026 2.219 1.201 -0.27
H 2.3258 1.6682 0.3078 -0.686 -3.388 -1.463 0.25
H 0.0036 2.4529 0.5687 1.872 -1.662 -1.812 0.26
H -1.2985 -2.4521 0.5897 -0.655 1.138 -1.959 0.24
```
Forces are in eV/Å.

Energy above the lowest of the compared OMol25 structures with the same formula, charge and spin (kcal per mole): 100.83
Structure (SMILES): O=C1C=Cc2oncc21
E_HOMO (eV): -9.43
LUMO energy (hartree): -0.0371

no.,molecular weight (g/mol)
1,967.51
2,228.03
3,240.23
4,121.09